# 1
Formula: C6H10
Source: the Open Molecules 2025 dataset
Level of theory: the ωB97M-V functional and the def2-TZVPD basis

Geometry as XYZ:
```
16
Properties=species:S:1:pos:R:3:forces:R:3:nbo_charge:R:1
C -0.849911 -1.211142 -0.890167 0.18 0.23 -0.10 -0.629
C -0.714932 0.281679 -0.554682 -2.04 0.58 0.01 -0.217
C -0.557126 0.754732 0.836847 -0.53 -0.45 0.36 -0.266
C 0.634018 -0.100528 1.305198 0.06 -0.18 0.25 -0.391
C 1.344146 0.174877 -0.059315 1.26 1.33 0.72 -0.357
C 0.353392 1.517790 -0.044474 -0.39 -3.27 -2.43 -0.232
H -1.937716 -1.385418 -0.879359 0.30 0.01 -0.07 0.227
H -0.422710 -1.920770 -0.169759 0.02 0.39 -0.13 0.208
H -0.487413 -1.486494 -1.886859 0.05 0.15 0.07 0.209
H -1.186845 0.858926 -1.321219 -1.46 0.22 0.22 0.212
H -1.402310 1.104199 1.416990 0.29 0.25 0.30 0.213
H 1.219699 0.345203 2.109747 -0.30 0.05 0.08 0.216
H 0.377807 -1.134911 1.557582 0.33 0.03 -0.09 0.191
H 1.350448 -0.753180 -0.712082 -0.44 1.58 -0.02 0.191
H 2.334455 0.560358 -0.115667 1.29 -0.28 0.89 0.200
H -0.055001 2.394679 -0.592781 1.39 -0.63 -0.06 0.225
```
Forces are in eV/Å.

Its orbital gap is 8.74 eV. For the HOMO energy, the calculation gives -7.58 eV. The value obtained for the relative energy (zero: lowest compared OMol25 entry of this formula, charge and spin) is 480.6 kJ/mol.

# 2
Formula: C2H3ClS
Source: the Open Molecules 2025 dataset
Level of theory: the ωB97M-V functional and the def2-TZVPD basis

Geometry as XYZ:
```
7
Properties=species:S:1:pos:R:3:forces:R:3:nbo_charge:R:1
C 0.505144 0.179578 -0.239771 -3.32 0.06 1.19 -0.516
C -0.550031 0.536835 0.906353 3.27 1.37 -2.02 -0.327
S 0.075665 1.934229 -0.093904 -0.10 -0.89 0.27 0.159
Cl -0.229481 0.510592 2.620025 0.08 -0.30 -0.39 0.011
H 1.341534 -0.113949 0.325319 1.58 -0.54 -0.42 0.229
H 0.013640 -0.423246 -1.088513 1.35 0.97 1.41 0.239
H -1.468139 0.244004 0.588757 -2.85 -0.67 -0.04 0.205
```
Forces are in eV/Å.

Its orbital gap is 10.23 eV. For the HOMO energy, the calculation gives -9.34 eV. The value obtained for the relative energy (zero: lowest compared OMol25 entry of this formula, charge and spin) is 58.1 kJ/mol.

# 3
Formula: CH2INS
Source: the Open Molecules 2025 dataset
Level of theory: the ωB97M-V functional and the def2-TZVPD basis

Geometry as XYZ:
```
6
Properties=species:S:1:pos:R:3:forces:R:3:nbo_charge:R:1
C 0.427939 0.194635 -0.104734 -2.43 -0.24 0.97 -0.129
N 1.638008 0.399836 -0.146181 3.78 -0.29 -0.44 -0.395
S 3.027820 -1.160998 0.157033 -2.42 1.79 -0.25 0.006
I 4.849387 0.269049 -0.045439 0.18 0.10 -0.01 0.121
H -0.294429 1.116582 -0.288298 1.45 -2.01 0.31 0.214
H 0.068711 -0.788553 0.269620 -0.56 0.65 -0.58 0.183
```
Forces are in eV/Å.

Its orbital gap is 8.27 eV. For the HOMO energy, the calculation gives -8.75 eV. The value obtained for the relative energy (zero: lowest compared OMol25 entry of this formula, charge and spin) is 155.4 kJ/mol.

# 4
Formula: C46H50MoN7O2
Source: the Open Molecules 2025 dataset
Level of theory: the ωB97M-V functional and the def2-TZVPD basis

Geometry as XYZ:
```
106
Properties=species:S:1:pos:R:3:forces:R:3:mulliken_spin:R:1
Mo -0.693685 -0.365912 -0.511641 0.01 0.68 0.08 1.991
C -1.339324 -7.484368 -1.787798 0.03 0.11 0.04 0.000
C -0.934406 -6.076679 -1.430429 -0.03 -0.12 -0.02 0.007
C 0.386015 -5.675506 -1.391644 0.13 -0.07 -0.05 0.002
C 0.784023 -4.371657 -1.030813 0.24 -0.28 -0.04 -0.002
C 2.216939 -4.219331 -0.949348 -0.26 -0.03 -0.24 0.001
N 2.913120 -3.576322 -0.077297 0.13 0.12 0.41 0.006
C 2.432658 -2.964848 1.178567 0.12 -0.09 -0.16 0.003
C 1.951902 -4.037815 2.160505 -0.05 0.00 -0.04 0.000
C 1.541806 -3.438314 3.495563 -0.14 0.12 -0.04 0.000
N 0.428073 -2.499580 3.286640 0.13 -0.11 -0.03 0.006
C -0.212923 -1.857148 4.210760 -0.02 0.04 0.10 0.001
C -1.197345 -0.866818 3.942025 0.10 -0.12 0.13 0.003
C -1.834075 -0.256230 5.038381 0.07 -0.07 0.15 0.002
C -2.765325 0.749129 4.897206 -0.09 0.10 0.06 0.003
C -3.460255 1.388548 6.075038 0.05 -0.05 -0.12 0.000
C -3.032489 1.149253 3.588742 -0.09 0.08 0.03 -0.006
C -2.412781 0.596675 2.466474 -0.08 0.08 -0.15 0.025
C -2.773850 1.153653 1.187695 -0.01 0.13 0.13 0.015
N -2.236742 0.964679 0.035496 -0.36 -0.03 -0.12 -0.048
C -2.921100 1.577727 -1.129080 0.10 -0.13 0.16 0.012
C -3.652612 0.487730 -1.935997 0.06 0.01 0.02 0.013
C -3.837547 -0.804802 -1.160421 0.23 -0.05 0.09 0.010
N -2.535326 -1.509912 -0.914280 -0.47 0.19 -0.17 -0.058
C -2.618328 -2.783136 -0.951214 0.12 -0.33 -0.07 0.038
C -1.533047 -3.757108 -0.924664 -0.38 0.13 -0.02 0.005
C -1.875127 -5.082170 -1.187883 -0.15 -0.08 -0.02 0.000
C -0.189741 -3.376915 -0.820379 0.06 0.54 -0.10 -0.002
O 0.132657 -2.110224 -0.634334 0.54 -0.96 0.34 0.027
C -1.485778 -0.463730 2.609925 0.06 -0.11 -0.12 -0.018
O -0.934184 -1.059984 1.597083 -0.02 0.27 -0.07 0.009
H -0.556813 -8.198905 -1.539915 0.01 0.02 0.00 0.000
H -1.540123 -7.567677 -2.857307 0.01 0.02 0.01 0.001
H -2.244636 -7.777955 -1.258589 0.01 0.01 0.00 0.000
H 1.160652 -6.402214 -1.623733 -0.05 0.03 0.03 0.000
H 2.810529 -4.770001 -1.676203 -0.06 0.00 0.01 0.000
H 3.919515 -3.638565 -0.186451 -0.01 0.06 0.03 0.000
H 1.652385 -2.255491 0.921392 -0.07 0.02 -0.04 0.008
H 3.269424 -2.407830 1.597118 0.06 -0.03 -0.02 0.000
H 2.743707 -4.766624 2.336120 0.02 0.02 0.01 0.000
H 1.102544 -4.578872 1.736070 0.02 -0.02 -0.01 0.000
H 2.373250 -2.904419 3.958534 0.03 0.03 0.00 0.000
H 1.232776 -4.229121 4.176758 -0.05 0.00 0.03 0.000
H 0.136272 -2.235311 2.337689 -0.01 -0.01 0.01 -0.005
H 0.043991 -2.079338 5.244692 -0.03 0.00 -0.02 0.000
H -1.576934 -0.599819 6.036676 -0.01 0.00 -0.04 0.000
H -3.162854 0.921007 7.011675 0.02 -0.01 -0.02 0.000
H -4.543611 1.296863 5.987357 0.03 0.00 -0.02 0.000
H -3.223571 2.451356 6.142144 0.00 -0.02 -0.02 0.000
H -3.760426 1.942397 3.431806 0.04 -0.04 -0.01 0.001
H -3.610757 1.852801 1.219266 -0.02 0.00 0.03 -0.002
H -2.174485 2.075021 -1.745826 0.04 0.02 -0.02 -0.010
H -3.614552 2.334260 -0.762686 -0.05 0.02 0.01 0.003
H -3.113993 0.278235 -2.857720 0.01 -0.01 -0.04 -0.005
H -4.639239 0.853383 -2.218105 -0.01 0.01 -0.02 -0.002
H -4.488606 -1.469979 -1.723623 -0.01 -0.03 -0.03 -0.003
H -4.316922 -0.626408 -0.196979 0.02 0.02 0.06 -0.004
H -3.605146 -3.218475 -1.109422 0.01 -0.07 0.01 0.000
H -2.929715 -5.334908 -1.257321 0.04 0.01 0.00 0.001
C 0.864661 5.294977 -1.760818 0.04 -0.05 0.00 0.000
C 2.318639 4.928605 -1.925913 -0.06 0.06 -0.01 -0.001
C 3.146499 5.709362 -2.734429 -0.01 0.01 0.02 0.000
C 4.492566 5.422281 -2.886988 0.01 0.00 0.01 0.000
C 5.055812 4.335507 -2.228362 0.02 0.01 -0.03 0.000
C 4.255042 3.534307 -1.435665 0.02 -0.03 -0.03 0.000
C 2.903265 3.830262 -1.293799 -0.09 -0.05 0.08 -0.001
N 2.110172 2.960167 -0.453735 -0.02 -0.01 -0.12 0.013
C 1.289903 2.012619 -0.938092 -0.10 0.00 0.16 0.090
N 1.153540 1.965182 -2.260629 -0.07 -0.14 -0.05 -0.015
C 0.469944 1.035776 -3.075684 0.20 0.22 0.04 -0.004
C -0.296754 0.006444 -2.539051 -0.21 -0.18 0.20 -0.149
C -0.828463 -0.916039 -3.468278 0.04 0.02 -0.09 0.023
C -0.653113 -0.777132 -4.827159 0.00 0.02 0.03 -0.015
C 0.078162 0.304507 -5.314672 0.00 -0.02 -0.09 0.038
C 0.660041 1.217645 -4.458417 0.07 0.10 -0.05 -0.017
C 1.490398 2.358050 -4.993491 -0.04 -0.03 0.00 -0.001
N 0.622749 1.172114 -0.107441 0.24 0.15 0.05 0.020
C 0.797543 1.472401 1.308447 -0.10 -0.13 -0.25 0.008
C 1.665962 0.666430 2.041280 0.03 -0.03 0.00 -0.029
C 1.857911 0.875599 3.395395 -0.02 0.02 -0.02 0.001
C 1.168894 1.906416 4.027252 -0.01 -0.01 -0.02 0.002
C 0.325593 2.718830 3.289961 -0.01 0.02 0.05 0.001
C 0.128595 2.534118 1.918466 -0.03 0.11 0.04 -0.001
C -0.729461 3.525938 1.174668 0.03 -0.04 0.05 0.004
H 0.745522 6.377691 -1.759108 0.02 -0.02 -0.01 0.000
H 0.452069 4.909483 -0.829478 0.06 0.03 -0.07 0.000
H 0.253565 4.910366 -2.583530 0.04 -0.02 0.01 0.000
H 2.723132 6.573780 -3.233061 0.02 -0.03 0.01 0.000
H 5.109462 6.056197 -3.510580 -0.02 -0.01 0.01 0.000
H 6.110131 4.116432 -2.333210 -0.03 0.01 0.00 0.000
H 4.670940 2.678287 -0.917698 -0.01 0.01 0.00 0.000
H 2.294051 2.951085 0.538111 -0.02 0.01 0.00 0.001
H 1.734832 2.633677 -2.751653 0.00 0.03 -0.04 0.001
H -1.393419 -1.769348 -3.116912 -0.02 0.00 0.01 0.001
H -1.080253 -1.498102 -5.513275 0.03 0.03 0.02 0.001
H 0.212536 0.427140 -6.383009 -0.01 -0.01 0.04 0.000
H 1.510239 2.336832 -6.080484 0.00 -0.01 0.01 -0.001
H 2.530103 2.304185 -4.653448 -0.01 -0.01 -0.01 0.000
H 1.090368 3.333282 -4.700408 -0.01 -0.01 0.02 -0.001
H 2.206968 -0.110721 1.514889 0.00 0.00 0.01 -0.001
H 2.558546 0.264128 3.952126 -0.02 0.01 -0.02 0.000
H 1.310471 2.092843 5.084675 0.00 0.00 -0.04 0.000
H -0.184334 3.541997 3.779704 0.02 -0.03 -0.02 0.000
H -1.721636 3.603755 1.625330 0.03 -0.01 0.02 0.000
H -0.849561 3.279668 0.122001 -0.01 -0.02 0.00 0.000
H -0.285697 4.520682 1.239871 0.00 -0.01 0.01 0.000
```
Forces are in eV/Å.

The charge is +3. The spin multiplicity is 3. Its orbital gap (alpha / beta) is 6.69 / 6.92 eV. For the HOMO energy (alpha / beta), the calculation gives -15.16 / -15.25 eV.

# 5
Formula: C7H14BIO5
Source: the Open Molecules 2025 dataset
Level of theory: the ωB97M-V functional and the def2-TZVPD basis

Geometry as XYZ:
```
28
Properties=species:S:1:pos:R:3:forces:R:3:nbo_charge:R:1
C 2.256286 -1.858859 1.220672 0.11 0.26 0.12 -0.245
O 1.328484 -0.801920 1.130513 -0.01 0.16 -0.10 -0.548
C 0.767737 -0.706520 -0.169967 0.20 -0.14 0.52 -0.091
C 0.052927 0.640861 -0.155319 0.08 0.04 0.72 -0.100
C -1.098375 0.607410 0.852095 -0.57 0.73 -0.72 -0.455
C -2.440378 0.137736 0.293982 0.30 -0.82 0.77 -0.216
C -2.434425 -1.146973 -0.498646 -0.11 0.20 -0.15 -0.661
I -3.700383 -0.249940 2.040990 -0.06 0.23 -0.14 0.020
O -0.544064 0.999842 -1.428607 0.28 0.26 0.24 -0.556
C 0.258423 0.880305 -2.516039 0.05 2.02 1.30 0.654
O 0.169744 -0.019406 -3.239849 -0.27 -2.86 -2.28 -0.516
B 1.175910 1.694270 0.346717 0.19 -0.12 0.29 1.155
O 1.108173 2.341445 1.556738 -0.55 0.70 -0.44 -0.905
O 2.275614 1.968704 -0.409107 0.40 -0.70 -0.09 -0.877
H 3.222806 -1.579411 0.802316 0.12 0.06 -0.25 0.168
H 1.889238 -2.747716 0.719493 -0.10 -0.29 -0.07 0.173
H 2.404462 -2.054126 2.268028 0.02 -0.20 0.41 0.201
H 1.595945 -0.751730 -0.880809 -0.08 0.01 -0.47 0.162
H 0.109796 -1.556610 -0.314463 -0.14 -0.15 -0.39 0.196
H -1.250421 1.626754 1.176291 -0.17 0.34 0.28 0.213
H -0.837049 0.073109 1.743936 0.42 -0.45 0.24 0.251
H -2.956641 0.923122 -0.216816 -0.20 0.38 -0.33 0.216
H -2.057229 -1.967776 0.093651 -0.04 -0.32 0.19 0.207
H -3.437362 -1.353028 -0.831665 -0.42 -0.34 0.01 0.224
H -1.837593 -1.069966 -1.394027 0.32 0.20 -0.28 0.231
H 0.951592 1.692131 -2.734329 0.13 0.56 0.42 0.117
H 0.502440 3.090254 1.463052 0.01 -0.09 0.59 0.498
H 2.524344 1.188036 -0.918830 0.08 0.33 -0.39 0.485
```
Forces are in eV/Å.

Its orbital gap is 9.62 eV. For the HOMO energy, the calculation gives -9.30 eV.

# 6
Formula: H3O3
Source: the Open Molecules 2025 dataset
Level of theory: the ωB97M-V functional and the def2-TZVPD basis

Geometry as XYZ:
```
6
Properties=species:S:1:pos:R:3:forces:R:3:mulliken_spin:R:1
H 2.377491 0.565922 0.000000 -0.57 -0.35 0.00 -0.015
O 1.408557 0.622520 0.000000 0.45 0.98 0.00 0.469
H 0.351798 -0.038116 0.000000 1.79 -0.54 0.00 0.002
O -0.413205 -0.768130 0.000000 -1.08 0.02 0.00 0.380
O -1.467363 0.095201 0.000000 -0.92 -0.15 0.00 0.169
H -2.257278 -0.477396 0.000000 0.32 0.04 0.00 -0.004
```
Forces are in eV/Å.

The spin multiplicity is 2. Its orbital gap (alpha / beta) is 11.90 / 5.95 eV. For the HOMO energy (alpha / beta), the calculation gives -11.19 / -9.13 eV.